1.
Computed, not measured: a structure of composition C14H17N3OTc at a distorted geometry, with wB97M-V/def2-TZVPD.

F_max (eV/A): 2.8
E_HOMO (alpha / beta) (eV): -15.33 / -14.84
E_LUMO (alpha / beta) (eV): -8.75 / -12.21
Molecular weight (u): 341.31
Spin multiplicity: 4
Charge: +2
Expectation value of S²: 3.806

```
36
Properties=species:S:1:pos:R:3:forces:R:3:nbo_charge:R:1
C -3.7974 -0.0837 0.8186 -0.647 -0.137 -0.668 -0.630
C -3.9418 1.1867 -0.0068 -0.686 0.299 -0.115 -0.602
H -4.0320 -0.9478 0.1838 0.186 -0.018 0.302 0.224
H -4.5664 -0.0355 1.5988 0.413 -0.322 0.116 0.266
H -2.8250 -0.2231 1.3223 -0.214 0.030 0.048 0.184
H -3.1572 1.3121 -0.7665 -0.361 0.026 0.046 0.169
H -4.9094 1.1704 -0.5279 0.313 -0.048 0.084 0.247
H -3.9601 2.0680 0.6523 0.074 -0.218 -0.479 0.222
C 0.3787 -2.7255 0.6764 -0.686 2.288 -0.826 0.144
C 1.3437 -3.7234 0.6692 0.934 -0.727 -0.251 -0.075
C 2.5076 -3.5449 -0.0876 -0.038 -0.013 0.048 -0.160
C 2.6794 -2.3563 -0.7805 0.533 -0.323 -0.204 -0.072
H -0.5675 -2.7978 1.2137 0.342 -0.199 -0.068 0.264
H 1.1507 -4.6372 1.2294 0.180 0.155 -0.131 0.280
H 3.2576 -4.3246 -0.1283 -0.037 0.028 -0.052 0.281
H 3.5116 -2.1485 -1.4519 0.050 -0.462 0.413 0.254
N 0.5527 -1.5545 0.0138 0.246 -2.315 0.186 -0.463
C 1.7124 -1.3480 -0.6626 -0.823 0.635 0.084 0.215
C 1.8411 -0.0060 -1.1556 -0.789 -0.266 0.276 0.182
N 0.7891 0.8036 -0.8203 0.475 2.362 -0.466 -0.422
C 0.9149 2.1381 -1.1294 -0.807 -2.045 0.824 0.141
C 3.0949 1.8511 -2.1165 -0.223 -0.571 0.318 -0.145
C 2.0455 2.6773 -1.7175 1.468 0.290 -0.759 -0.110
H 0.1076 2.7984 -0.8484 -0.029 -0.221 -0.027 0.264
H 2.1034 3.7606 -1.8588 -0.077 -0.396 0.019 0.281
C 2.9508 0.4804 -1.8560 0.430 0.466 -0.232 -0.065
H 3.6681 -0.2652 -2.1624 0.372 0.320 -0.105 0.249
H 4.0049 2.2374 -2.5690 -0.270 -0.050 -0.029 0.282
Tc -0.8773 0.0265 0.1021 -1.123 0.799 -0.093 1.160
C -1.3103 1.9196 0.7285 0.018 2.151 0.115 -0.906
H -1.6249 2.5608 -0.1269 0.171 -0.304 0.325 0.209
H -0.4680 2.4696 1.2158 -0.433 -0.611 -0.208 0.226
H -2.1761 1.9715 1.4099 0.684 -0.283 -0.081 0.253
O 0.4022 -0.1039 4.0405 -1.207 -0.419 -2.496 -0.448
C -0.1157 -0.2354 2.9780 1.122 0.524 2.356 0.855
N -0.6879 -0.3709 1.9196 0.439 -0.424 1.729 -0.755
```
Positions in Å, forces in eV/Å.

2.
Computed, not measured: a structure of composition C5H9ClI2O2OsP at a distorted geometry, with wB97M-V/def2-TZVPD.

F_max (eV/A): 10.1
E_HOMO (alpha / beta) (eV): -20.22 / -20.01
E_LUMO (alpha / beta) (eV): -12.60 / -15.73
Molecular weight (u): 611.59
Spin multiplicity: 5
Charge: +3
Expectation value of S²: 6.022

```
21
Properties=species:S:1:pos:R:3:forces:R:3:nbo_charge:R:1
I -0.7427 -5.4749 2.1627 -1.462 0.979 1.522 0.515
I -2.3012 -3.8845 3.8268 1.156 -1.603 -1.260 0.501
Os 1.3773 0.2749 1.0821 1.875 5.824 -3.238 0.684
P -0.0609 0.6658 -0.6820 -3.567 0.635 -4.049 1.002
C -1.4051 -0.5488 -0.9105 0.396 -0.234 0.582 -0.947
C -0.9402 2.2648 -0.5491 0.402 -0.008 0.736 -0.922
H 1.5714 1.4504 -2.2767 -0.109 -0.077 -0.195 0.267
H 0.0533 0.9786 -3.1142 -0.070 -0.073 0.358 0.306
H 1.1928 -0.2674 -2.5225 0.007 0.133 -0.147 0.275
C 0.7597 0.7169 -2.3160 0.655 -0.222 0.515 -0.926
H -0.1988 3.0618 -0.4320 -0.211 0.024 -0.080 0.266
H -1.5641 2.4560 -1.4313 0.177 -0.302 0.084 0.305
H -2.0526 -0.2871 -1.7583 0.273 0.082 0.187 0.306
H -2.0016 -0.5932 0.0066 -0.102 0.034 -0.173 0.255
H -1.5710 2.2445 0.3456 -0.020 0.162 -0.123 0.274
H -0.9641 -1.5368 -1.0773 -0.135 0.059 -0.139 0.257
C 0.5489 -1.2786 1.6289 -4.370 -7.707 2.495 0.525
O 0.0170 -2.2681 1.9750 2.560 4.684 -1.574 -0.311
Cl 2.3638 2.2752 0.2505 -0.498 -1.496 0.889 0.108
O 3.3369 -0.2157 3.3307 -3.421 0.825 -3.982 -0.236
C 2.5810 -0.0339 2.4611 6.464 -1.721 7.591 0.497
```
Positions in Å, forces in eV/Å.

3.
Computed, not measured: the molecule C3H5NO at a distorted geometry, with wB97M-V/def2-TZVPD.

F_max (eV/A): 6.8
E_HOMO (alpha / beta) (eV): -8.53 / -9.49
E_LUMO (alpha / beta) (eV): -0.84 / -0.99
Molecular weight (u): 71.08

```
10
Properties=species:S:1:pos:R:3:forces:R:3:nbo_charge:R:1
C -1.3335 -0.7972 0.0290 0.087 -0.023 0.010 -0.325
C -0.8891 0.4702 -0.0367 -0.693 -0.231 -0.007 -0.304
C 0.4112 0.9801 0.0391 6.367 -2.370 0.013 0.026
N 1.6107 0.0283 -0.0163 -0.645 -0.892 -0.139 -0.192
O 3.0749 -0.3999 -0.0018 -5.231 3.097 0.152 -0.402
H -2.3877 -0.9977 -0.0243 -0.207 0.001 -0.077 0.209
H -0.7033 -1.6615 0.1596 0.178 -0.065 0.052 0.190
H -1.6355 1.2494 -0.1427 -0.007 0.064 0.035 0.231
H 0.6677 2.0136 0.1443 -0.017 0.279 -0.028 0.215
H 1.1846 -0.8853 -0.1503 0.168 0.141 -0.011 0.353
```
Positions in Å, forces in eV/Å.

4.
Computed, not measured: a structure of composition C31H39BCrN2O4PTe, with wB97M-V/def2-TZVPD.

F_max (eV/A): 0.7
E_HOMO (alpha / beta) (eV): -4.64 / -6.60
E_LUMO (alpha / beta) (eV): 0.22 / 0.25
Molecular weight (u): 725.04
Spin multiplicity: 4
Expectation value of S²: 3.952

```
80
Properties=species:S:1:pos:R:3:forces:R:3:mulliken_charge:R:1
Cr -0.0527 0.9416 0.4364 0.712 -0.170 -0.066 -0.308
O -1.3422 2.1786 -0.0218 -0.580 0.125 0.007 -0.211
C -2.6489 2.0027 -0.3262 0.524 0.070 0.152 0.483
C -3.4837 3.1100 -0.3107 -0.190 0.077 -0.010 -0.521
C -4.8294 3.0044 -0.6388 0.005 -0.019 -0.012 -0.656
C -5.3588 1.7634 -0.9902 0.106 -0.019 0.035 -0.633
C -4.5374 0.6537 -1.0075 -0.091 0.059 -0.019 -0.998
C -3.1668 0.7334 -0.6815 0.142 -0.361 -0.023 0.760
C -2.3802 -0.4546 -0.7392 0.157 0.100 0.071 -1.156
N -1.0736 -0.5368 -0.3799 -0.368 -0.053 -0.194 1.127
N -0.5181 -1.7364 -0.5148 -0.003 0.008 0.059 -1.052
C 0.7432 -1.8358 -0.2406 0.242 -0.382 0.040 -0.614
O 1.4522 -0.6613 0.1351 0.151 0.484 0.058 2.665
C 1.4476 -3.1036 -0.1421 -0.242 0.145 -0.098 0.855
C 0.8692 -4.2650 -0.6791 0.031 -0.094 -0.032 -0.632
C 1.5182 -5.4820 -0.5850 -0.054 0.036 -0.012 -0.583
C 2.7548 -5.5892 0.0491 -0.055 -0.004 -0.039 -0.533
C 3.3242 -4.4525 0.5982 -0.005 0.089 0.007 -1.210
C 2.6784 -3.2272 0.5051 0.158 -0.028 0.138 0.412
H -3.0557 4.0667 -0.0370 0.013 0.002 0.004 0.353
H -5.4591 3.8850 -0.6242 0.002 -0.009 0.008 0.422
H -6.4061 1.6672 -1.2448 -0.003 -0.002 -0.009 0.380
H -4.9425 -0.3155 -1.2807 0.016 0.040 0.007 0.365
H -2.8364 -1.3762 -1.0813 -0.017 -0.009 -0.006 0.301
H -0.0905 -4.1865 -1.1718 0.021 -0.005 0.005 0.441
H 1.0540 -6.3625 -1.0131 0.014 0.018 0.006 0.398
H 3.2591 -6.5443 0.1167 -0.017 0.008 -0.002 0.399
H 4.2757 -4.5153 1.1136 -0.019 0.009 -0.010 0.417
H 3.1330 -2.3670 0.9809 0.024 0.022 0.034 0.387
C 5.4687 1.7861 -0.3589 0.031 0.138 -0.079 -1.766
C 4.8403 0.4082 -0.3465 0.018 0.071 -0.059 1.604
C 5.6866 -0.5579 0.4655 0.101 -0.077 0.026 -1.809
O 3.5470 0.4938 0.3113 -0.014 0.017 0.278 -0.236
B 2.7391 -0.3917 -0.3384 -0.556 -0.183 -0.115 -1.010
O 3.2617 -0.9178 -1.4751 0.050 -0.026 -0.093 -0.678
C 4.4581 -0.1395 -1.7583 -0.042 -0.075 0.068 1.426
C 5.4954 -1.0503 -2.3788 0.079 -0.039 -0.046 -1.869
C 4.0381 0.9540 -2.7248 0.052 0.108 -0.088 -1.705
H 5.7844 2.0640 0.6485 -0.033 -0.022 -0.022 0.454
H 4.7662 2.5383 -0.7239 0.052 -0.082 0.016 0.303
H 6.3513 1.7943 -1.0038 -0.018 -0.007 0.052 0.326
H 5.7392 -0.1979 1.4940 -0.005 -0.016 -0.024 0.480
H 6.7019 -0.6204 0.0701 -0.028 0.025 0.013 0.342
H 5.2634 -1.5637 0.4708 -0.034 0.025 -0.023 0.194
H 5.6168 -1.9664 -1.8019 -0.009 0.043 0.006 0.314
H 6.4616 -0.5433 -2.4430 -0.041 -0.002 -0.011 0.348
H 5.1889 -1.3228 -3.3890 -0.009 -0.006 0.030 0.443
H 3.2810 1.6080 -2.2852 0.043 -0.021 0.006 0.081
H 3.6162 0.4880 -3.6158 -0.004 0.013 0.026 0.528
H 4.8920 1.5648 -3.0250 -0.037 -0.023 -0.006 0.369
C 2.6422 4.6115 1.4167 0.006 -0.004 0.259 -1.319
Te 1.6666 3.1525 0.2144 0.002 -0.433 -0.560 0.172
C 0.3210 4.7015 -0.3048 -0.044 0.190 0.079 -0.859
C 0.9848 5.9886 0.1152 -0.019 -0.051 0.031 0.553
C 0.4874 7.2256 -0.2941 0.029 -0.044 0.007 -0.747
C 1.0856 8.4010 0.1263 0.056 -0.001 0.031 -0.561
C 2.1939 8.3542 0.9665 -0.049 0.006 -0.032 -0.548
C 2.6936 7.1311 1.3787 -0.034 -0.023 -0.033 -0.674
C 2.0951 5.9437 0.9581 0.061 0.022 0.071 0.613
H 3.7121 4.5295 1.2350 0.015 0.038 0.034 0.542
H 2.4543 4.4204 2.4735 -0.015 0.098 -0.008 0.479
H -0.6113 4.5159 0.2206 -0.056 0.016 0.013 0.168
H 0.1202 4.6500 -1.3717 0.013 0.056 -0.028 0.538
H -0.3751 7.2603 -0.9498 0.015 -0.004 0.014 0.462
H 0.6925 9.3549 -0.2020 0.006 -0.013 0.004 0.399
H 2.6683 9.2702 1.2951 -0.013 -0.009 -0.010 0.393
H 3.5600 7.0924 2.0303 -0.032 -0.010 -0.022 0.432
C -1.7483 -0.3735 3.1194 0.006 -0.054 0.026 -1.648
P -0.0902 0.2440 2.6845 -0.357 0.332 -0.045 1.702
C 0.2087 1.4912 3.9784 0.037 0.032 0.065 -1.345
C 0.9901 -1.1217 3.1875 0.085 -0.083 -0.008 -1.271
H -1.7988 -0.6954 4.1612 -0.023 -0.005 0.003 0.465
H -1.9930 -1.2110 2.4642 0.004 0.011 0.004 0.343
H -2.4868 0.4107 2.9444 0.027 0.003 -0.008 0.385
H 0.0099 1.0888 4.9739 0.017 0.032 0.006 0.432
H -0.4360 2.3534 3.8007 -0.003 -0.030 0.006 0.378
H 1.2449 1.8292 3.9213 -0.019 -0.017 0.006 0.315
H 0.8085 -1.3610 4.2358 0.046 -0.062 0.021 0.540
H 2.0357 -0.8428 3.0500 -0.020 0.018 0.012 0.193
H 0.7893 -2.0004 2.5732 -0.010 -0.003 0.006 0.271
```
Positions in Å, forces in eV/Å.